C31H39BBrCaN9P | wB97M-V/def2-TZVPD

charge: +2
E_tot: -5314.98236 hartree
Kohn-Sham gap (spin up / spin down): 8.368 / 5.249 eV
multiplicity: 2

```
83
Properties=species:S:1:pos:R:3:lowdin_spin:R:1
Ca -0.145 0.289 0.414 0.01
C 4.116 -0.507 -0.960 0.00
C 3.141 0.421 -0.631 0.00
N 2.072 -0.163 -0.087 0.00
N 2.355 -1.509 -0.042 0.00
C 3.579 -1.716 -0.562 0.00
B 1.445 -2.491 0.796 0.00
N 0.068 -2.743 0.016 0.00
C -0.405 -3.948 -0.351 0.00
C -1.730 -3.827 -0.719 0.00
C -2.009 -2.479 -0.532 0.00
N -0.934 -1.821 -0.099 0.00
N 1.164 -1.840 2.203 0.00
C 1.643 -2.266 3.391 0.00
C 1.205 -1.420 4.385 0.00
C 0.448 -0.467 3.711 0.00
N 0.427 -0.709 2.405 0.00
N 2.036 -3.862 1.030 0.00
C 1.449 -4.842 1.777 0.00
C 2.273 -5.933 1.781 0.00
C 3.365 -5.537 0.984 0.00
N 3.216 -4.313 0.529 0.00
H 5.085 -0.337 -1.393 0.00
H 3.164 1.495 -0.747 0.00
H 3.982 -2.714 -0.573 0.00
H 0.234 -4.813 -0.331 0.00
H -2.388 -4.609 -1.053 0.00
H -2.938 -1.952 -0.685 0.00
H 2.272 -3.136 3.451 0.00
H 1.410 -1.486 5.438 0.00
H -0.073 0.389 4.112 0.00
H 0.494 -4.683 2.252 0.00
H 2.111 -6.873 2.279 0.00
H 4.245 -6.100 0.719 0.00
C 0.861 -0.113 -5.972 0.04
C 0.483 -0.610 -4.563 0.07
C 1.740 -0.678 -3.682 0.01
C -0.172 -1.991 -4.620 0.00
P -0.651 0.634 -3.823 0.55
C 0.096 2.247 -3.704 0.07
C -0.212 3.271 -4.607 0.03
C 0.401 4.506 -4.484 0.00
C 1.311 4.735 -3.459 0.02
C 1.625 3.723 -2.561 0.00
C 1.024 2.481 -2.686 0.03
C -2.443 0.653 -4.236 0.06
C -3.076 1.902 -3.609 0.00
C -3.108 -0.588 -3.620 0.02
C -2.649 0.641 -5.763 0.03
H 1.560 -0.840 -6.392 0.01
H 1.362 0.854 -5.942 0.00
H 0.004 -0.055 -6.642 0.00
H 2.412 -1.415 -4.125 0.00
H 1.516 -1.005 -2.663 0.00
H 2.275 0.270 -3.642 0.00
H 0.580 -2.697 -4.979 0.00
H -1.009 -2.027 -5.316 0.00
H -0.504 -2.334 -3.639 0.00
H -0.914 3.110 -5.414 0.00
H 0.173 5.292 -5.191 0.00
H 1.785 5.703 -3.369 0.00
H 2.348 3.900 -1.775 0.00
H 1.305 1.682 -2.008 0.00
H -2.875 1.971 -2.537 0.00
H -4.156 1.821 -3.739 0.00
H -2.751 2.829 -4.075 0.00
H -3.009 -0.603 -2.534 0.00
H -2.718 -1.524 -4.012 0.00
H -4.171 -0.542 -3.861 0.00
H -2.179 1.486 -6.265 0.00
H -3.723 0.700 -5.951 0.01
H -2.288 -0.282 -6.215 0.00
Br -0.932 6.366 0.093 0.00
C -1.674 4.733 0.634 0.00
C -2.947 4.658 1.180 0.00
C -3.433 3.414 1.553 0.00
C -2.637 2.299 1.365 0.00
N -1.406 2.368 0.840 0.00
C -0.939 3.569 0.486 0.00
H -3.544 5.550 1.313 0.00
H -4.415 3.308 1.990 0.00
H -2.991 1.317 1.658 0.00
H 0.061 3.614 0.068 0.00
```

C31H39BN8O10P | wB97M-V/def2-TZVPD

charge: +1
E_tot: -2760.78433 hartree
Kohn-Sham gap: 7.940 eV

```
90
Properties=species:S:1:pos:R:3:mulliken_charge:R:1
C -3.471 2.201 -0.415 -0.77
C -2.528 3.334 -0.792 -0.45
P -1.692 3.120 -2.395 -0.24
C -3.087 2.690 -3.512 -0.96
N -0.787 1.601 -2.076 0.49
N -0.265 1.527 -0.763 -0.51
C -0.545 0.651 -2.899 0.28
N -0.966 0.683 -4.221 -0.12
C -1.566 -0.654 -4.370 -0.80
C -0.738 -1.528 -3.360 0.00
B -0.007 -2.699 -4.136 0.67
O -0.749 -3.441 -5.039 -0.56
O 1.317 -2.973 -3.935 -0.55
C 1.437 -3.810 -2.758 -0.43
N 0.125 -0.528 -2.643 -0.10
H -4.046 1.820 -1.250 0.26
H -4.193 2.563 0.308 0.31
H -2.915 1.393 0.034 0.11
H -1.803 3.541 -0.019 0.40
H -3.105 4.243 -0.927 0.45
H -3.337 1.641 -3.417 0.23
H -2.762 2.850 -4.527 0.34
H -3.930 3.309 -3.251 0.42
H 0.658 1.107 -0.789 0.07
H -0.901 1.032 -0.142 0.21
H -0.220 0.863 -4.878 0.30
H -2.625 -0.619 -4.145 0.17
H -1.508 -0.937 -5.411 0.48
H -1.479 -1.951 -2.689 0.29
H -1.133 -4.202 -4.569 0.31
H 2.087 -4.647 -2.964 0.16
H 0.465 -4.217 -2.470 0.30
H 1.787 -3.189 -1.942 0.13
H -0.021 -0.746 -1.656 0.12
C -1.875 -0.099 5.937 -0.46
C -0.668 0.451 5.528 -0.69
C -0.348 0.498 4.183 -0.22
C -1.253 -0.008 3.267 0.22
C -2.458 -0.565 3.655 -0.32
C -2.767 -0.609 5.003 -0.59
N -0.930 0.060 1.842 1.18
O 0.139 0.544 1.510 -0.64
O -1.752 -0.357 1.041 -0.70
H -2.123 -0.129 6.989 0.42
H 0.024 0.845 6.258 0.40
H 0.589 0.925 3.859 0.46
H -3.149 -0.956 2.924 0.46
H -3.705 -1.037 5.325 0.41
C 3.440 -7.547 -3.737 -0.54
C 4.468 -6.664 -3.429 -0.48
C 5.272 -6.893 -2.325 -0.33
C 5.034 -8.008 -1.545 0.10
C 4.014 -8.896 -1.833 -0.39
C 3.213 -8.659 -2.938 -0.38
N 5.896 -8.262 -0.380 1.00
O 6.768 -7.450 -0.139 -0.60
O 5.680 -9.264 0.271 -0.60
H 2.817 -7.368 -4.603 0.43
H 4.644 -5.799 -4.052 0.46
H 6.072 -6.211 -2.080 0.45
H 3.845 -9.760 -1.209 0.46
H 2.413 -9.346 -3.178 0.39
C -3.547 8.938 2.540 -0.42
C -2.859 8.134 3.438 -0.43
C -3.183 6.793 3.559 -0.36
C -4.194 6.278 2.769 0.07
C -4.895 7.065 1.874 -0.30
C -4.565 8.405 1.762 -0.46
N -4.530 4.852 2.880 1.07
O -3.913 4.184 3.688 -0.62
O -5.402 4.416 2.149 -0.61
H -3.289 9.984 2.447 0.38
H -2.068 8.551 4.045 0.38
H -2.653 6.163 4.257 0.46
H -5.686 6.645 1.272 0.46
H -5.103 9.034 1.067 0.38
C 5.116 1.215 3.023 -0.41
C 4.458 0.016 3.268 -0.72
C 3.591 -0.504 2.324 -0.14
C 3.400 0.191 1.142 0.24
C 4.042 1.389 0.882 -0.38
C 4.905 1.901 1.834 -0.66
N 2.500 -0.365 0.133 1.30
O 1.927 -1.407 0.380 -0.63
O 2.358 0.244 -0.922 -0.73
H 5.797 1.615 3.761 0.41
H 4.624 -0.515 4.194 0.42
H 3.078 -1.436 2.508 0.51
H 3.878 1.916 -0.045 0.46
H 5.417 2.834 1.648 0.40
```

C31H39ClFN3O3 | wB97M-V/def2-TZVPD

charge: 0
structure (SMILES): CCCCCCCNC(=O)C1(C[C@H]2CC(c3ccc(Cl)cc3)=NO2)CCN(C(=O)Cc2ccc(F)cc2)CC1
E_tot: -2154.75249 hartree
Kohn-Sham gap: 8.959 eV

```
78
Properties=species:S:1:pos:R:3:mulliken_charge:R:1
C -4.569 -3.937 -1.332 -1.16
H -3.733 -3.786 -2.011 0.28
C -5.338 -2.638 -1.131 -0.74
C -4.468 -1.469 -0.664 -0.12
C -3.835 -1.668 0.721 -0.48
C -2.382 -2.134 0.666 0.74
C -1.767 -2.223 2.061 -0.94
H -2.320 -2.949 2.660 0.43
H -1.849 -1.249 2.550 0.31
C -0.297 -2.639 2.023 -1.05
N 0.512 -1.649 1.349 0.16
C 1.216 -1.922 0.237 -1.13
O 1.334 -3.046 -0.212 -0.69
C 1.850 -0.690 -0.450 2.95
C 2.794 -1.189 -1.560 -0.90
H 2.254 -1.880 -2.208 0.45
C 4.019 -1.908 -0.993 -1.31
N 4.719 -1.038 -0.069 0.21
C 5.887 -0.477 -0.446 0.94
O 6.469 -0.812 -1.461 -0.68
C 6.458 0.626 0.450 -1.28
C 5.612 1.862 0.329 0.22
C 5.265 2.325 -0.937 -0.08
C 4.435 3.420 -1.091 -0.67
C 3.959 4.056 0.043 0.40
C 4.307 3.637 1.313 -0.63
C 5.136 2.537 1.447 -0.16
H 5.413 2.204 2.437 0.37
H 3.928 4.163 2.175 0.44
F 3.124 5.110 -0.098 -0.41
H 4.155 3.782 -2.067 0.46
H 5.644 1.811 -1.808 0.46
H 7.463 0.829 0.074 0.35
H 6.539 0.296 1.486 0.43
C 3.881 -0.649 1.038 -1.80
H 4.439 -0.061 1.764 0.50
C 2.678 0.151 0.530 -0.03
H 2.083 0.485 1.379 0.76
H 3.049 1.035 0.007 -0.35
H 3.528 -1.562 1.530 0.42
H 4.708 -2.171 -1.796 0.53
H 3.707 -2.816 -0.472 0.38
H 3.132 -0.336 -2.153 0.52
C 0.699 0.117 -1.109 -2.19
C 0.208 1.379 -0.388 0.66
H 1.004 2.128 -0.348 0.53
C -1.077 1.931 -1.028 -1.34
C -2.058 1.750 0.109 0.47
N -1.502 1.307 1.168 -0.76
O -0.166 1.110 0.983 -0.30
C -3.478 2.022 0.036 0.62
C -4.088 2.357 -1.173 -0.25
C -5.450 2.581 -1.235 -0.98
C -6.214 2.474 -0.082 0.40
C -5.623 2.154 1.133 -0.82
C -4.264 1.932 1.188 -0.22
H -3.784 1.691 2.123 0.48
H -6.229 2.081 2.023 0.42
Cl -7.916 2.744 -0.160 -0.22
H -5.920 2.835 -2.171 0.42
H -3.502 2.439 -2.075 0.41
H -0.995 2.984 -1.302 0.52
H -1.372 1.360 -1.909 0.48
H 1.022 0.447 -2.099 0.30
H -0.151 -0.556 -1.254 0.14
H 0.338 -0.687 1.601 0.37
H 0.076 -2.770 3.046 0.33
H -0.171 -3.579 1.480 0.57
H -1.808 -1.419 0.072 -0.87
H -2.306 -3.104 0.173 0.53
H -3.861 -0.720 1.262 0.06
H -4.427 -2.385 1.293 0.53
H -3.681 -1.293 -1.401 0.30
H -5.095 -0.574 -0.642 -0.14
H -5.809 -2.356 -2.076 0.40
H -6.137 -2.799 -0.403 0.34
H -5.221 -4.697 -1.757 0.41
H -4.186 -4.313 -0.387 0.25
```